Record 1
C7H8N2O4STi | ωB97M-V/def2-TZVPD

The geometry in XYZ format:
```
23
Properties=species:S:1:pos:R:3:forces:R:3
Ti 0.000636 -0.000303 -0.402373 -0.022 0.007 -1.281
O -0.006152 3.310691 -0.817559 0.013 -6.131 0.205
C -0.003699 2.147740 -0.762633 -0.014 6.995 -0.435
C 0.004448 -2.147980 -0.761214 0.012 -7.060 -0.440
O 0.006380 -3.311529 -0.816505 -0.010 6.190 0.210
C 2.102838 0.004122 -0.831333 7.551 0.015 -0.513
O 3.267520 0.006641 -0.901841 -6.379 -0.014 0.266
C -2.103512 -0.003857 -0.831783 -7.149 -0.013 -0.492
O -3.264106 -0.005765 -0.902247 5.995 0.010 0.243
C -0.001546 0.670908 -4.021610 0.001 0.342 2.845
H -0.901566 1.192289 -3.718681 -0.399 0.295 -1.250
H 0.896756 1.195533 -3.719074 0.397 0.296 -1.251
C 0.000918 -0.671606 -4.021498 0.003 -0.341 2.844
H 0.901167 -1.192880 -3.718943 0.398 -0.295 -1.250
H -0.897203 -1.196237 -3.718536 -0.398 -0.297 -1.250
N 0.001303 -1.194897 4.009524 -0.009 1.187 -0.886
C -0.000418 0.003922 3.410316 0.013 -0.344 4.051
N 0.001428 1.190881 4.016148 -0.010 -0.638 -1.386
S -0.006140 0.002145 1.710613 -0.002 0.016 -0.765
H 0.000667 -1.344060 5.038463 0.004 0.145 -0.916
H -0.000314 -1.985279 3.361886 0.001 -0.084 0.904
H -0.000137 1.987268 3.362097 0.001 -0.149 1.150
H 0.000727 1.342252 5.036778 0.004 -0.133 -0.604
```
Forces are in eV/Å.

Output
- Net charge: +3
- Strongest force on any atom: 7.6 eV Å⁻¹
- Energy above the lowest of the compared OMol25 structures with the same formula, charge and spin: 0.763 eV
- LUMO level (alpha / beta): -14.1 / -14.2 eV
- Multiplicity: 2
- Highest occupied orbital energy (alpha / beta): -20.3 / -20.4 eV
- HOMO-LUMO gap (alpha / beta): 6.16 / 6.21 eV

***

Record 2
C7H8N2S | ωB97M-V/def2-TZVPD

The geometry in XYZ format:
```
18
Properties=species:S:1:pos:R:3:forces:R:3
C 2.334261 -0.046159 -0.085300 1.517 -0.244 -0.008
C 2.118368 -1.361396 0.305139 2.065 -2.101 0.546
C 1.303262 0.736309 -0.506643 -1.059 0.379 -0.748
C 0.904692 -1.984627 0.294365 -0.508 0.778 -0.445
C 0.055759 0.109171 -0.630959 -0.891 1.991 0.446
C -0.127076 -1.194718 -0.231592 0.514 -1.265 0.395
C -1.308351 0.787334 -0.907939 -0.411 0.202 -2.988
N -2.370460 -0.022921 -0.325351 0.447 -1.627 -0.777
N -2.656330 0.367168 0.970049 0.248 0.417 1.898
S -1.722255 -1.788689 -0.435432 -1.928 2.111 0.391
H 3.345752 0.352974 -0.135129 -0.145 -0.136 0.303
H 2.921351 -2.113485 0.582113 -0.370 1.714 -0.176
H 1.475329 1.784458 -0.816625 -0.268 -0.741 0.277
H 0.833264 -3.009653 0.678853 -0.399 0.537 -0.410
H -1.489850 1.817079 -0.574837 0.724 -0.261 0.465
H -1.615282 0.933100 -2.044361 1.149 -0.819 1.797
H -1.830853 0.655252 1.554186 -0.577 -0.550 -0.883
H -3.252113 1.192410 0.922670 -0.108 -0.386 -0.083
```
Forces are in eV/Å.

Output
- SMILES string: NN1Cc2ccccc2S1
- Strongest force on any atom: 3.0 eV Å⁻¹
- Energy above the lowest of the compared OMol25 structures with the same formula, charge and spin: 2.136 eV
- LUMO level: 0.7 eV
- Highest occupied orbital energy: -8.3 eV
- HOMO-LUMO gap: 8.97 eV

***

Record 3
C7H8N3O4 | ωB97M-V/def2-TZVPD

The geometry in XYZ format:
```
22
Properties=species:S:1:pos:R:3:forces:R:3
C 1.479605 0.387510 1.723625 0.417 -3.255 0.182
C 0.998833 1.609727 1.287958 0.762 1.209 -0.553
C 1.081883 -0.813802 1.171536 -0.257 3.161 0.481
C -0.027177 1.796025 0.473005 -2.351 1.272 -0.396
C 0.261928 -1.307897 -1.169718 0.073 -0.226 1.507
C -0.092271 -0.950130 0.257083 4.066 -2.010 -0.716
C -1.175443 0.882358 0.354139 -0.828 2.090 0.620
N -0.809473 -1.707802 -1.834837 0.309 -0.967 -2.992
N -2.009954 1.082747 -0.748414 0.172 -3.036 0.092
N -1.709672 0.295460 1.491175 -2.029 0.718 0.882
O -2.730932 -0.098678 -1.308998 0.261 2.244 0.793
O 1.475281 -1.304171 -1.434446 0.060 0.096 -0.900
O -1.212891 0.470202 2.593021 1.646 0.707 1.399
O -2.711160 -0.424017 1.414891 -0.999 -0.426 -1.148
H 2.271114 0.485550 2.464409 0.127 -0.659 -0.221
H 1.701930 2.420642 1.453988 -0.280 0.318 -0.031
H 1.687925 -1.652473 1.387828 0.221 -1.178 0.385
H -0.139310 2.825297 0.057926 -0.160 -1.029 -0.064
H -0.855559 -1.465223 0.762954 -1.092 -0.860 -0.042
H -2.067008 -0.889679 -1.411079 0.564 0.434 -0.177
H -0.539524 -2.041797 -2.855165 -0.521 0.932 2.635
H -1.279100 1.322892 -1.382662 -0.159 0.464 -1.737
```
Forces are in eV/Å.

Output
- Net charge: -1
- Strongest force on any atom: 4.6 eV Å⁻¹
- LUMO level (alpha / beta): 3.4 / 1.0 eV
- Multiplicity: 3
- Highest occupied orbital energy (alpha / beta): -2.6 / -4.8 eV
- HOMO-LUMO gap (alpha / beta): 6.00 / 5.80 eV

***

Record 4
C7H8N4O | ωB97M-V/def2-TZVPD

The geometry in XYZ format:
```
20
Properties=species:S:1:pos:R:3:forces:R:3
C 0.518874 -1.421402 0.038678 0.455 2.182 1.324
C 0.842895 -0.160094 2.035147 -1.688 1.522 -2.930
C 1.554967 1.109015 1.575868 -1.130 0.629 -0.439
C -0.639712 0.070863 1.889964 -0.434 1.799 -0.795
C 1.046958 1.782214 0.528268 0.076 0.493 0.596
C -0.435841 -1.153317 -2.300082 2.700 -2.162 4.711
C -1.008646 0.850571 0.844035 -0.452 -1.378 1.854
N 1.107706 -1.196498 1.058977 1.915 -2.624 0.626
N 0.447407 -1.689576 -3.045587 -0.187 0.030 -0.127
N -1.651701 -0.617001 -2.530991 -1.475 1.656 -0.861
N -0.330767 -1.190969 -0.773896 -1.590 -1.655 -4.364
O -0.199878 1.514692 -0.007119 0.827 0.316 0.326
H 1.034139 -0.501888 2.974398 1.194 -0.774 2.508
H 2.285898 1.649151 2.144255 0.717 -0.418 0.118
H -1.440966 -0.395486 2.488695 0.798 0.266 -0.265
H 1.459061 2.721980 0.121114 -0.182 -0.787 0.212
H -2.047876 1.024267 0.701208 -0.640 0.211 -0.623
H 1.305983 -2.216596 -2.662421 -2.263 1.707 -0.207
H -1.579968 0.019283 -3.300043 -0.518 0.067 -0.773
H -2.268531 -0.199210 -1.780468 1.875 -1.083 -0.892
```
Forces are in eV/Å.

Output
- SMILES string: [H]/N=C(/N)N=C=NC1C=COC=C1
- Strongest force on any atom: 5.8 eV Å⁻¹
- Energy above the lowest of the compared OMol25 structures with the same formula, charge and spin: 4.410 eV
- LUMO level: 0.7 eV
- Highest occupied orbital energy: -8.8 eV
- HOMO-LUMO gap: 9.45 eV

***

Record 5
C7H8N4O | ωB97M-V/def2-TZVPD

The geometry in XYZ format:
```
20
Properties=species:S:1:pos:R:3:forces:R:3
C 2.533930 -1.954176 -1.541251 -0.399 0.620 -1.774
C -2.662634 2.590000 0.597519 1.289 -1.057 -1.022
C 2.457160 -1.429694 -0.308076 -0.607 -0.314 1.443
C -1.618063 2.195178 1.357447 -2.456 1.553 -1.179
C 0.457430 -1.991705 -1.086670 -1.790 0.185 -0.043
C -1.291963 1.618178 -0.725748 0.245 -0.083 -0.817
C 0.475791 -1.383132 1.211425 -3.636 -0.427 2.163
N 1.268960 -2.133909 -2.082513 0.061 -1.292 0.231
N -2.440275 2.176191 -0.715810 -0.255 -0.007 -0.527
N 1.096661 -1.576821 0.058903 1.690 0.440 -2.189
N -0.691482 1.653405 0.499354 1.154 -0.375 4.006
O 0.426164 1.257673 1.032469 -0.770 0.595 -2.137
H 3.334181 -2.199917 -2.211774 0.582 0.436 0.254
H -3.551349 3.119405 0.725554 -1.078 0.644 0.973
H 3.165932 -0.958651 0.364446 -0.124 -0.494 -0.085
H -1.584893 2.381528 2.368832 1.123 -0.053 1.956
H -0.678061 -2.102090 -1.110127 1.857 0.147 0.064
H -0.834952 1.120243 -1.514214 0.785 -0.604 -1.383
H -0.642172 -1.752307 1.120540 2.398 1.041 0.734
H 0.779636 -0.629401 1.959693 -0.068 -0.953 -0.669
```
Forces are in eV/Å.

Output
- Strongest force on any atom: 4.3 eV Å⁻¹
- LUMO level (alpha / beta): 0.8 / -2.2 eV
- Multiplicity: 3
- Highest occupied orbital energy (alpha / beta): -7.3 / -9.2 eV
- HOMO-LUMO gap (alpha / beta): 8.08 / 6.94 eV